Record 1
The following is a DFT calculation (the ωB97M-V functional and the def2-TZVPD basis) of an isolated molecule of C7H11NO.

```
20
Properties=species:S:1:pos:R:3:forces:R:3:mulliken_charge:R:1
C 1.165606 -1.589551 1.272574 -2.1 0.6 2.8 -0.61
C 0.138193 -0.527563 1.612955 -1.4 1.3 -0.3 -0.60
C -0.255771 0.382413 0.415737 2.8 -2.8 -1.1 0.32
C 0.237356 0.036782 -0.831540 -2.8 3.6 2.9 0.23
C -0.341130 1.178413 -1.690751 -0.6 -2.3 -1.7 -0.80
C -1.263902 1.503740 0.492991 0.9 -1.9 -2.3 -0.63
C 0.913371 -1.272654 -1.101460 0.8 1.8 3.7 -0.51
H 1.133386 -2.431183 1.996034 -0.4 0.4 -0.2 0.28
H 2.149623 -1.342830 1.307506 3.3 1.7 -0.1 0.42
H 0.300711 0.031122 2.535120 0.0 0.0 0.0 0.44
H -0.797200 -1.072434 1.642804 -0.3 -0.5 1.1 0.23
H -1.056456 0.621109 -2.329776 0.0 0.4 -0.4 0.21
H 0.417980 1.552198 -2.370403 0.1 0.8 0.1 0.37
H -1.674241 2.816843 -1.253224 0.3 -0.8 0.4 0.22
H -2.247249 1.061230 0.623056 -0.5 -0.2 -0.1 0.21
H -1.039497 1.941307 1.415327 0.3 2.2 1.0 0.39
H 1.972924 -1.152542 -1.085189 1.1 0.4 -1.4 0.27
H 0.515294 -1.800503 -1.908338 -0.5 -1.0 -1.2 0.31
N -1.055744 2.114232 -0.847515 1.0 0.3 1.5 -0.30
O 0.786746 -2.050129 0.104092 -1.8 -3.7 -4.7 -0.44
```
Positions in Å, forces in eV/Å.

Results
Energy above the lowest of the compared OMol25 structures with the same formula, charge and spin   325.1 kJ/mol
HOMO energy   -8.0 eV
Structure (SMILES)   C1CC2=C(CNC2)CO1
F_max   0.121 hartree/bohr
Orbital gap   8.999 eV
E_tot   -403.2101 Ha

Record 2
The following is a DFT calculation (the ωB97M-V functional and the def2-TZVPD basis) of a cluster of 3 separate species, C15H22BF7O11S in total.

```
57
Properties=species:S:1:pos:R:3:forces:R:3:mulliken_charge:R:1
C 1.718921 -1.156446 -0.495008 -0.1 0.1 0.1 -0.39
C 2.907588 -1.702645 -1.506069 0.0 -0.1 0.6 -0.25
O 2.322095 -2.125427 -2.802874 0.2 -1.4 1.8 -0.40
C 1.714497 -3.474927 -2.684547 -1.2 1.3 -0.6 -0.27
C 0.327983 -3.413509 -3.612621 -1.8 -6.2 -2.0 0.63
O -0.145120 -4.591123 -4.074379 2.9 8.2 2.9 -0.57
O -0.328486 -2.105615 -3.921535 0.1 -2.4 2.5 -0.38
C -1.584545 -1.981564 -3.109372 1.8 0.2 -0.6 0.48
S -2.951934 -2.707282 -4.188714 -0.1 0.1 -0.4 -0.15
C -1.752500 -0.379297 -2.792179 0.4 1.1 -1.1 -0.46
C -3.285552 0.191614 -2.898890 -6.2 -2.0 2.8 0.49
O -4.378627 -0.341959 -2.347413 8.1 4.1 -4.2 -0.44
F -3.472413 1.484395 -3.658239 1.0 -3.7 2.1 -0.31
O -1.320852 -2.766842 -1.874212 -3.2 1.4 -1.1 -0.15
B -2.554651 -2.977239 -1.091922 -2.4 -0.6 1.4 0.49
O -3.084526 -1.966218 -0.125992 2.8 -1.7 -2.6 -0.54
O -3.371025 -4.233793 -1.202977 2.6 3.1 -1.1 -0.49
H 1.921930 -0.022856 -0.190531 -0.3 -2.6 -0.4 0.28
H 1.692999 -1.874681 0.454707 -0.2 1.9 -2.0 0.19
H 0.652977 -1.140878 -1.026396 2.5 -0.4 1.0 -0.11
H 3.465480 -2.659463 -1.064542 -1.1 2.2 -0.7 0.25
H 3.706717 -0.826887 -1.641886 -1.9 -2.1 -0.2 0.25
H 1.367352 -3.710553 -1.570213 0.7 0.5 -2.4 0.24
H 2.402759 -4.318597 -3.114502 -1.4 1.7 0.8 0.30
H -2.618131 -2.466086 -5.555022 0.4 0.0 2.0 0.22
H -1.124608 0.191696 -3.631508 -1.4 -1.3 1.9 0.43
H -1.262996 -0.119558 -1.743473 -1.3 -0.4 -2.2 0.06
H -2.488799 -1.161436 -0.082101 -1.0 -1.5 -0.1 0.30
H -3.219533 -4.675421 -2.089489 0.0 0.7 1.5 0.30
C -4.549215 4.143207 0.655119 0.1 -0.2 0.3 -1.09
C -3.607143 4.572957 -0.453586 -0.9 -0.1 -0.3 -0.07
O -2.293863 4.823777 0.069756 1.8 -1.3 0.3 -0.32
C -1.491974 3.724333 0.240445 -2.9 -0.9 -1.2 0.37
O -1.840387 2.576383 -0.021944 1.3 2.3 0.7 -0.53
C -0.113098 4.138666 0.751885 2.4 0.7 1.0 0.87
F -0.177206 5.063992 1.752745 -0.4 -0.9 -0.9 -0.24
F 0.652563 4.695446 -0.230568 -1.0 -0.6 0.5 -0.26
F 0.607349 3.094303 1.249703 -1.1 0.7 -0.6 -0.23
H -4.552674 4.880427 1.464800 -0.1 0.0 -0.2 0.31
H -5.568301 4.029336 0.275152 0.2 0.0 0.0 0.38
H -4.234100 3.191272 1.093283 -0.1 0.1 -0.2 0.28
H -3.959995 5.513609 -0.890097 0.4 -0.1 0.2 0.30
H -3.572739 3.835840 -1.263843 0.2 0.0 0.3 0.21
C 3.078184 0.808959 6.048426 0.3 -0.2 0.1 -1.13
C 2.404607 0.656396 4.697711 -0.5 0.2 0.7 -0.15
O 3.378038 0.391879 3.675965 0.8 -1.7 -0.8 -0.29
C 3.783516 -0.912377 3.551700 -2.2 -0.1 2.5 0.36
O 3.366814 -1.828142 4.255804 1.3 1.8 -2.0 -0.52
C 4.776209 -1.059417 2.399535 2.0 -0.3 -1.7 0.81
F 5.722037 -0.075878 2.388617 -1.0 -0.7 0.3 -0.25
F 4.161337 -1.007463 1.182700 0.1 0.0 1.2 -0.19
F 5.458972 -2.238580 2.430659 -1.0 1.1 0.4 -0.25
H 3.860436 1.573964 6.004388 -0.2 0.0 0.0 0.30
H 2.350396 1.089984 6.814734 0.1 0.0 -0.1 0.37
H 3.562179 -0.123326 6.355117 -0.2 0.1 0.0 0.31
H 1.908019 1.594727 4.427884 0.3 -0.2 -0.3 0.29
H 1.633041 -0.121678 4.715808 0.3 0.0 -0.1 0.32
```
Positions in Å, forces in eV/Å.

Results
HOMO energy   -9.9 eV
Structure (SMILES)   CCOCC(=O)O[C@](S)(CC(=O)F)OB(O)O.CCOC(=O)C(F)(F)F.CCOC(=O)C(F)(F)F
F_max   0.194 hartree/bohr
Orbital gap   9.656 eV
E_tot   -2534.4256 Ha

Record 3
The following is a DFT calculation (the ωB97M-V functional and the def2-TZVPD basis) of a cluster of 6 separate species, C18H42Cl3N3O14 in total.

```
80
Properties=species:S:1:pos:R:3:forces:R:3:mulliken_charge:R:1
N -0.355937 -0.157030 2.764691 -1.1 0.5 1.0 -0.31
H 0.074294 -0.548882 3.590191 0.8 -0.5 0.6 0.30
H -1.256355 -0.595389 2.633546 -0.1 -1.1 -0.8 0.21
H 0.279197 -0.104767 1.981138 0.1 -0.1 -0.3 0.36
H -0.707083 0.745652 3.050990 0.7 1.3 0.2 0.40
Cl 5.297855 1.705247 2.821043 2.1 0.8 3.1 1.66
O 3.948916 1.611134 2.599233 -5.4 -0.1 -1.7 -0.61
O 5.886405 0.469975 2.483979 1.7 -1.6 -1.5 -0.67
O 5.828424 2.827936 2.105373 0.8 0.4 -1.0 -0.69
O 5.483508 1.912180 4.224862 0.7 0.5 0.8 -0.69
Cl 0.078304 3.815322 5.781016 3.0 -3.3 0.4 1.64
O 0.370974 4.122441 4.428220 -0.3 0.1 -2.0 -0.66
O -0.492800 4.927973 6.387099 -1.9 2.5 1.7 -0.65
O -0.817446 2.656114 5.864956 -0.1 0.4 -0.3 -0.69
O 1.338732 3.476630 6.428794 -1.0 0.1 0.0 -0.63
Cl 2.455281 -2.525299 6.150693 5.4 -0.4 -3.5 1.59
O 1.122905 -2.386353 5.698598 -3.1 0.4 0.9 -0.62
O 3.233114 -2.595533 4.920700 -0.1 -0.9 -0.7 -0.70
O 3.042053 -1.421428 6.806363 -1.3 1.5 2.1 -0.59
O 2.721106 -3.724842 6.892030 -1.3 -0.7 0.9 -0.67
C -2.639800 -2.067008 -0.517323 -1.5 0.9 1.4 -1.91
C -3.876807 -2.600849 0.329965 0.8 -0.8 -0.9 1.51
C -3.518450 -4.083959 0.569044 -0.6 -0.2 0.9 -1.21
C -4.584269 -4.683320 1.462666 0.2 -0.8 -0.4 -0.74
C -4.706627 -3.907402 2.782488 -0.6 -0.6 -0.4 -1.15
C -5.074228 -2.406558 2.634934 0.4 -1.1 0.4 1.19
N -4.093681 -1.891695 1.623729 1.9 -2.5 1.1 0.53
O -4.028268 -0.520753 1.530338 -1.0 0.5 -0.2 -0.40
C -6.559535 -2.247107 2.254575 -0.3 0.1 -0.9 -1.51
C -4.888563 -1.776759 4.057661 1.0 1.0 -0.8 -1.83
C -5.115663 -2.469955 -0.564772 -0.9 0.0 -1.2 -1.76
H -2.959351 -1.045122 -0.721639 0.7 0.2 -0.5 0.46
H -2.475348 -2.651320 -1.422649 -0.4 0.1 0.1 0.39
H -1.712549 -2.082581 0.055438 -0.1 0.1 0.2 0.35
H -3.436961 -4.653584 -0.356691 -0.4 0.3 -0.4 0.40
H -2.551019 -4.288277 1.027758 0.2 0.8 0.2 0.40
H -4.349518 -5.735341 1.624692 0.2 -0.1 0.5 0.42
H -5.449618 -4.794194 0.809231 -0.7 0.5 0.6 0.31
H -3.780932 -4.049338 3.340197 0.3 0.5 -0.2 0.36
H -5.423097 -4.396974 3.442090 -0.4 0.1 -0.1 0.52
H -6.867314 -1.218542 2.066348 0.1 0.5 0.7 0.41
H -6.862557 -2.658850 1.291896 0.4 -0.7 0.1 0.31
H -7.219203 -2.691218 3.000035 0.1 0.2 0.2 0.40
H -5.300566 -0.768037 4.086645 -0.2 0.0 0.0 0.39
H -5.249559 -2.303779 4.940851 -0.5 -0.5 -0.6 0.34
H -3.827325 -1.639563 4.265129 0.2 -0.1 -0.2 0.36
H -5.978325 -3.129677 -0.471557 0.4 -0.5 0.8 0.32
H -4.924433 -2.614826 -1.628046 0.6 0.2 -0.1 0.44
H -5.609204 -1.500087 -0.502366 0.4 0.4 0.1 0.34
H -4.970395 -0.365481 1.430898 -0.3 1.5 -0.3 0.35
C 5.911066 2.151501 -5.312972 0.6 -0.3 0.5 -1.82
C 4.619383 2.438975 -4.518497 1.1 1.8 1.1 1.47
C 4.082536 3.769121 -5.125893 -1.1 -1.1 -0.1 -1.19
C 2.637608 4.131537 -4.738237 1.1 -1.1 0.0 -0.80
C 1.749420 2.855745 -4.896683 -0.3 2.1 1.3 -1.25
C 2.232566 1.502929 -4.287941 -0.6 1.8 -0.8 1.46
N 3.627335 1.363413 -4.623949 -0.4 2.2 -2.0 0.27
O 4.051677 0.189258 -4.141586 1.2 -2.1 0.9 -0.47
C 1.875357 1.407297 -2.728128 -0.1 0.3 -1.7 -1.66
C 1.427962 0.480693 -5.130912 0.0 -0.1 0.8 -1.93
C 5.102651 2.807832 -3.052642 -1.0 -0.4 -0.5 -1.67
H 5.821382 1.769110 -6.329755 -0.4 -0.1 0.1 0.40
H 6.605253 1.531638 -4.745533 -0.3 -0.6 0.0 0.42
H 6.505840 3.063733 -5.359550 -0.3 0.4 -0.2 0.39
H 4.757177 4.591778 -4.888813 0.2 -0.2 -0.2 0.41
H 4.038072 3.542669 -6.191182 0.3 0.5 -0.4 0.39
H 2.318551 4.896604 -5.446035 -0.3 0.0 0.1 0.38
H 2.617022 4.581359 -3.745588 -0.2 -0.2 0.2 0.39
H 1.450744 2.878236 -5.944724 0.3 -0.9 -0.1 0.45
H 0.840055 3.157336 -4.376871 -0.4 -0.4 0.1 0.36
H 2.348630 2.146086 -2.081367 0.3 0.0 -0.2 0.30
H 0.808669 1.631250 -2.738772 -0.1 -0.3 0.4 0.45
H 2.064789 0.404662 -2.344776 -0.2 0.0 0.1 0.54
H 1.685578 -0.543357 -4.860616 0.0 0.0 -0.2 0.35
H 0.361750 0.624869 -4.956228 -0.1 0.0 0.2 0.39
H 1.590047 0.671575 -6.191759 0.3 -0.2 0.1 0.45
H 4.329788 3.417127 -2.584084 -0.1 -0.2 0.3 0.33
H 5.992298 3.436621 -3.017071 0.1 -0.2 -0.4 0.37
H 5.288223 1.907226 -2.467359 0.0 0.1 0.1 0.41
H 3.760285 0.224255 -3.227556 0.5 -0.6 0.8 0.40
```
Positions in Å, forces in eV/Å.

Results
Energy above the lowest of the compared OMol25 structures with the same formula, charge and spin   536.1 kJ/mol
Charge   -2
HOMO energy   -3.1 eV
F_max   0.126 hartree/bohr
Orbital gap   5.730 eV
E_tot   -3308.2983 Ha